(a)
Density functional theory data (wB97M-V/def2-TZVPD) for one molecule with the formula C6H11N3OS.

The value obtained for the LUMO energy is 0.496 eV. The SMILES is CS[C@@H]1N(C)N=CC(=O)N1C. The total charge is 0. Its highest occupied orbital energy is -8.7 eV. For the frontier orbital gap, the calculation gives 9.191 eV.

The geometry in XYZ format:
```
22
Properties=species:S:1:pos:R:3:nbo_charge:R:1
C 0.863 -1.624 0.715 -0.119
C 1.692 -0.526 0.294 0.571
C -0.622 0.343 -0.594 -0.007
C 1.650 1.436 -1.314 -0.433
C -2.212 -1.501 -0.838 -0.413
C -0.484 1.216 2.062 -0.752
N -0.323 -1.897 0.349 -0.140
N 1.153 0.304 -0.639 -0.417
N -0.971 -0.997 -0.363 -0.316
O 2.870 -0.348 0.671 -0.626
S -1.184 1.723 0.462 0.209
H 1.406 -2.361 1.193 0.210
H -0.869 0.744 -1.627 0.233
H 0.927 2.196 -1.353 0.211
H 2.556 1.832 -0.702 0.228
H 2.070 1.060 -2.259 0.209
H -3.003 -0.740 -0.719 0.206
H -2.161 -1.587 -1.934 0.187
H -2.370 -2.615 -0.511 0.252
H 0.511 1.593 2.010 0.228
H -0.486 0.125 2.134 0.233
H -1.015 1.625 2.963 0.243
```

---

(b)
Density functional theory data (wB97M-V/def2-TZVPD) for one molecule with the formula C6H11N3OS.

The value obtained for the LUMO energy is 0.680 eV. The total charge is 0. Its highest occupied orbital energy is -8.9 eV. For the frontier orbital gap, the calculation gives 9.589 eV.

The geometry in XYZ format:
```
22
Properties=species:S:1:pos:R:3:nbo_charge:R:1
C 2.431 -1.443 -0.829 0.139
C 0.812 -0.289 -0.102 0.325
C 0.023 2.796 -0.042 -0.604
C -1.370 -2.498 0.581 -0.821
C -0.778 1.557 -0.563 -0.414
C -0.520 0.224 0.197 -0.460
N 1.081 -1.190 -1.007 -0.493
N 2.979 -0.704 0.078 -0.268
N 1.934 -0.065 0.600 -0.361
O -3.063 -0.417 -0.188 -0.972
S -1.776 -0.984 -0.489 1.302
H 2.985 -2.059 -1.354 0.186
H 1.053 2.778 -0.353 0.208
H -0.503 3.850 -0.290 0.223
H 0.006 2.692 0.980 0.194
H -2.222 -2.576 1.208 0.230
H -0.447 -2.530 1.151 0.239
H -1.613 -3.261 -0.201 0.238
H -1.862 1.825 -0.427 0.237
H -0.673 1.295 -1.663 0.219
H -0.660 0.404 1.329 0.233
H 2.182 0.595 1.385 0.422
```

---

The structure with the least stability is (a).